7 unconnected molecules or ions with the total composition C42H67BrF3I2O23PS2. Source: the Open Molecules 2025 dataset; level of theory: ωB97M-V with the def2-TZVPD basis set.

The value obtained for the largest force on an atom is 2.11 eV/A. As for the SMILES: CC[C@H](C)[C@H]1[C@]([C@@H](Br)CC)([C@@H](I)[C@H](C)I)CS(=O)(=O)O[C@@]1(P(C)CC)S(=O)(=O)C(F)(F)F.C[C@@H]1COC(=O)O1.C[C@@H]1COC(=O)O1.C[C@@H]1COC(=O)O1.C[C@@H]1COC(=O)O1.C[C@@H]1COC(=O)O1.C[C@@H]1COC(=O)O1. The LUMO energy comes out at 0.4 eV. The total energy is -7977.84213 a.u. The molar mass is 1425.8 g/mol.

Geometry (Å):
C 1.09365 1.60955 3.41633
C 1.72548 1.29361 2.04219
C 1.92755 -0.21296 1.91388
C 3.05555 -0.61614 2.90657
C 2.05297 -0.96113 0.53885
C 0.64610 -1.46342 0.01393
C -0.49124 -0.40599 -0.23634
Br -1.38420 0.44832 1.28893
C -0.11424 0.64970 -1.31256
C -0.51596 2.09158 -1.10219
C 0.05222 -2.65533 0.86367
I 1.20356 -4.49394 0.74571
C -0.37237 -2.47370 2.33080
C 0.61904 -2.84825 3.43508
I -2.11868 -3.75806 2.63316
C 0.70803 -2.07584 -1.42783
S 2.22989 -2.22789 -2.27930
O 1.93486 -2.09119 -3.67977
O 2.98944 -3.37655 -1.88882
O 2.93879 -0.88116 -1.88177
C 3.15362 -0.50943 -0.50270
P 4.90199 -1.18470 -0.00230
C 5.80026 -1.30390 -1.56960
C 4.82530 -2.93252 0.53560
C 5.88658 -3.15238 1.62663
S 3.58815 1.29205 -0.82508
O 4.26583 1.27241 -2.09823
O 2.48854 2.20795 -0.74056
C 4.96081 1.97062 0.30968
F 6.12823 1.81030 -0.29980
F 5.03527 1.50075 1.54006
F 4.68400 3.28023 0.36461
H 1.82829 1.88140 4.17500
H 0.53052 0.75565 3.79531
H 0.40195 2.44493 3.33468
H 1.07391 1.71079 1.28745
H 2.64007 1.87208 2.00075
H 1.02826 -0.62779 2.35680
H 3.56819 0.25512 3.29697
H 2.62585 -1.10650 3.77868
H 3.76606 -1.31924 2.48440
H 2.48296 -1.90294 0.88494
H -1.29659 -1.00243 -0.65771
H -0.63244 0.33213 -2.20650
H 0.93394 0.52362 -1.56058
H -0.21212 2.65092 -1.98788
H -1.59842 2.18006 -1.04733
H -0.06575 2.58173 -0.24688
H -0.83741 -2.93949 0.31192
H -0.78067 -1.50670 2.55963
H 0.41528 -2.20933 4.29621
H 1.64431 -2.65787 3.13775
H 0.49354 -3.86618 3.78434
H 0.11288 -1.51250 -2.13765
H 0.26881 -3.07076 -1.46620
H 6.67629 -1.88192 -1.30493
H 5.25422 -1.84926 -2.33492
H 6.15353 -0.33456 -1.89811
H 3.86515 -3.29265 0.89118
H 5.08300 -3.56932 -0.31036
H 5.81874 -4.18597 1.96195
H 5.71837 -2.49100 2.47260
H 6.88104 -2.98467 1.21819
C -3.94968 -1.59937 -6.41554
C -3.00116 -0.85870 -5.50976
C -1.97888 -1.72969 -4.81523
O -1.74847 -1.00574 -3.58406
C -2.87346 -0.29016 -3.32288
O -3.09803 0.25964 -2.28849
O -3.69972 -0.29266 -4.38053
H -4.64181 -0.90808 -6.89578
H -3.39656 -2.13183 -7.18876
H -4.53752 -2.31408 -5.84000
H -2.51763 -0.03782 -6.04688
H -1.05363 -1.83547 -5.37654
H -2.36198 -2.71460 -4.55505
C -5.98524 -1.97220 -1.07768
C -5.86940 -3.13937 -2.01757
C -5.59343 -4.47558 -1.35984
O -4.84712 -5.17410 -2.37722
C -4.24105 -4.24942 -3.14043
O -3.38439 -4.46753 -3.94153
O -4.70688 -3.01584 -2.87091
H -6.20194 -1.05807 -1.62471
H -6.78514 -2.14565 -0.36295
H -5.04588 -1.81720 -0.54275
H -6.74774 -3.20149 -2.66436
H -6.49320 -5.02754 -1.10535
H -4.95967 -4.37928 -0.47547
C 5.58655 6.96836 4.82331
C 5.34254 5.50668 5.09432
C 5.41380 4.60640 3.87850
O 4.50761 3.55050 4.22977
C 3.60488 4.05194 5.10187
O 2.61582 3.49170 5.44424
O 3.98754 5.27653 5.52859
H 5.54004 7.54408 5.74662
H 6.56896 7.11201 4.37373
H 4.82369 7.36226 4.15146
H 6.00821 5.14666 5.88339
H 6.40505 4.20202 3.69060
H 5.04460 5.09864 2.97737
C -10.60120 1.80500 1.62398
C -9.51992 0.83115 1.23698
C -8.84322 1.10529 -0.09250
O -8.47922 -0.21560 -0.53175
C -9.33870 -1.08838 0.03194
O -9.42169 -2.23760 -0.27231
O -10.08173 -0.48230 0.97381
H -11.03159 1.53536 2.58806
H -10.19564 2.81156 1.68984
H -11.40853 1.78699 0.89016
H -8.79045 0.72833 2.03920
H -7.96216 1.72624 -0.00855
H -9.52924 1.53550 -0.82706
C -8.33680 7.03484 -0.02048
C -8.11288 6.22449 1.22919
C -6.69224 6.22579 1.75743
O -6.60391 4.94312 2.39577
C -7.48377 4.12146 1.79548
O -7.53118 2.94274 1.95122
O -8.30961 4.81513 0.98084
H -9.38305 6.99920 -0.32051
H -8.05993 8.07516 0.14837
H -7.74482 6.63549 -0.84421
H -8.81608 6.52224 2.01108
H -6.49569 7.01630 2.47588
H -5.95051 6.26727 0.95706
C 11.20082 -4.31152 -3.69907
C 10.53181 -4.10120 -2.36563
C 9.04468 -4.38621 -2.33820
O 8.57650 -3.49517 -1.31392
C 9.44458 -2.44918 -1.25995
O 9.25254 -1.44362 -0.66086
O 10.55320 -2.71282 -1.98558
H 12.26839 -4.10818 -3.62974
H 11.06444 -5.33944 -4.03472
H 10.78472 -3.63278 -4.44376
H 11.04745 -4.66625 -1.58446
H 8.80999 -5.41389 -2.07396
H 8.54801 -4.12990 -3.27666

Forces on the atoms, in the same order (eV/Å):
C 0.2 -0.1 0.0
C -0.7 0.4 0.3
C 0.8 0.1 0.2
C -0.4 -0.1 0.1
C -0.3 -0.1 0.2
C 0.1 0.2 -0.3
C 0.1 0.1 -0.2
Br -0.1 0.0 0.0
C -0.1 -0.4 0.1
C 0.0 0.3 -0.3
C 0.0 0.3 0.3
I -0.1 0.0 0.0
C 0.0 -1.1 0.4
C -0.3 0.4 0.3
I -0.1 0.2 0.0
C -0.2 -0.2 0.0
S -0.4 -0.7 -1.5
O 0.2 0.1 0.6
O 0.1 0.5 0.5
O -0.6 0.5 0.3
C 1.1 -1.0 0.4
P 0.1 0.9 0.8
C -0.1 -0.3 -0.1
C 0.3 -0.5 -0.1
C -0.3 0.0 -0.3
S -0.2 0.8 -1.9
O 0.1 -0.2 0.7
O 0.0 -0.4 0.8
C 0.0 0.1 0.0
F -0.2 0.0 0.2
F -0.2 0.1 0.1
F 0.1 -0.2 0.1
H -0.1 -0.1 -0.2
H -0.1 0.0 0.0
H 0.0 0.1 0.0
H 0.0 -0.2 -0.3
H 0.4 -0.1 -0.3
H -0.1 -0.1 -0.3
H 0.3 0.1 -0.2
H 0.0 0.1 0.1
H 0.2 0.1 -0.1
H 0.0 -0.1 -0.2
H -0.3 0.1 0.2
H 0.0 0.0 -0.1
H 0.2 0.4 0.2
H 0.1 0.0 0.0
H -0.1 -0.1 0.1
H 0.1 -0.1 0.1
H 0.0 0.0 -0.1
H -0.1 0.2 -0.4
H 0.0 0.0 0.1
H 0.1 -0.2 -0.1
H 0.3 -0.2 -0.2
H 0.1 0.2 0.0
H 0.1 -0.1 0.1
H 0.3 -0.2 0.1
H 0.0 0.1 -0.2
H -0.2 0.1 -0.2
H -0.2 0.2 0.0
H -0.2 0.0 -0.2
H 0.1 -0.1 0.1
H 0.1 0.0 0.1
H 0.1 0.1 0.1
C -0.3 0.1 0.1
C 0.0 -0.2 -0.1
C 0.3 -0.1 0.0
O -0.3 0.0 -0.1
C -0.1 -0.2 0.0
O 0.1 -0.1 0.0
O 0.1 0.2 -0.1
H 0.0 0.0 0.0
H 0.0 0.0 0.0
H 0.1 -0.1 0.0
H 0.0 0.0 0.1
H 0.1 0.2 0.2
H -0.1 0.0 -0.1
C 0.4 0.2 -0.1
C -0.1 0.1 0.3
C 0.0 0.0 0.0
O -0.1 0.0 0.1
C 0.1 0.2 0.1
O 0.0 -0.3 -0.1
O -0.1 0.0 -0.1
H -0.1 0.0 0.0
H -0.1 -0.1 0.0
H 0.0 -0.1 0.0
H 0.0 0.0 0.0
H 0.0 -0.1 -0.1
H 0.0 0.1 0.0
C -0.2 0.1 0.1
C 0.1 0.2 -0.1
C 0.1 -0.1 0.0
O 0.1 0.0 -0.2
C 0.0 0.0 0.1
O 0.0 0.1 0.2
O 0.1 0.0 0.0
H 0.1 0.0 0.0
H 0.0 0.0 0.0
H 0.0 0.0 -0.1
H 0.0 -0.1 0.0
H -0.1 -0.1 0.0
H 0.0 0.1 0.0
C -0.3 -0.2 0.0
C -0.1 0.1 -0.3
C 0.1 0.0 0.0
O -0.1 0.2 -0.1
C -0.1 0.0 0.0
O 0.0 -0.1 0.0
O 0.0 0.0 0.2
H 0.0 0.0 0.0
H 0.1 0.0 0.0
H 0.1 0.0 -0.1
H 0.1 0.0 -0.1
H 0.1 -0.1 0.0
H -0.1 0.0 0.1
C -0.1 -0.2 -0.2
C 0.1 0.2 -0.1
C 0.0 0.0 0.1
O 0.1 0.1 0.0
C 0.0 0.0 0.0
O 0.0 0.0 0.1
O -0.1 0.1 0.1
H 0.0 0.0 0.0
H 0.0 0.0 0.0
H 0.1 0.0 0.0
H 0.0 0.0 0.0
H 0.0 -0.1 0.1
H 0.0 0.0 -0.1
C 0.1 0.3 0.0
C 0.0 -0.1 -0.2
C -0.1 -0.1 0.1
O 0.2 0.0 -0.1
C 0.0 0.0 0.0
O -0.1 0.0 0.1
O 0.0 -0.1 0.0
H 0.0 0.0 0.0
H 0.0 0.0 0.0
H -0.1 -0.1 0.0
H 0.0 0.0 0.0
H -0.1 0.0 0.1
H 0.1 0.0 0.0